Entry 1:
Computed, not measured: a molecular structure, C23H18CrF3N3SSi at a distorted geometry, with wB97M-V/def2-TZVPD.

Output
ΔE to the lowest compared entry with this formula, charge and spin = 36.0 kcal per mole
Multiplicity = 5
HOMO-LUMO gap (spin up / spin down) = 3.68 / 4.73 eV
Molar mass = 505.561 Da
Electronic energy = -83897.32269 eV

Cartesian coordinates (Å):
Cr (8.081, 11.138, 9.402)
S (8.065, 15.780, 9.387)
Si (7.556, 8.715, 9.413)
F (5.461, 11.811, 8.364)
F (5.447, 9.924, 9.427)
F (5.526, 11.799, 10.531)
N (11.822, 12.855, 9.461)
N (8.162, 13.227, 9.268)
N (10.179, 11.312, 9.425)
C (6.358, 6.994, 11.463)
C (13.153, 8.972, 9.440)
C (9.491, 13.664, 9.384)
C (8.683, 7.484, 11.688)
C (8.791, 7.273, 7.269)
C (7.319, 14.240, 9.240)
C (7.577, 7.528, 7.895)
C (9.629, 15.028, 9.488)
C (8.776, 6.585, 12.743)
C (13.832, 11.298, 9.412)
C (7.729, 5.776, 5.701)
C (6.431, 6.929, 7.347)
C (7.662, 5.860, 13.129)
C (10.505, 12.639, 9.414)
C (11.438, 10.625, 9.489)
C (11.806, 9.286, 9.508)
C (8.866, 6.398, 6.190)
C (6.459, 6.088, 12.499)
C (6.068, 11.217, 9.419)
C (7.486, 7.681, 11.007)
C (6.508, 6.098, 6.254)
C (12.481, 11.610, 9.443)
C (14.155, 9.947, 9.421)
H (5.477, 7.113, 7.824)
H (5.392, 7.136, 10.986)
H (9.563, 8.077, 11.426)
H (14.608, 12.042, 9.342)
H (5.602, 5.670, 5.838)
H (9.850, 6.210, 5.781)
H (15.179, 9.573, 9.366)
H (11.027, 8.529, 9.543)
H (10.561, 15.560, 9.621)
H (5.597, 5.553, 12.860)
H (9.718, 6.476, 13.237)
H (7.764, 5.112, 4.834)
H (7.733, 5.108, 13.904)
H (12.232, 13.793, 9.400)
H (13.415, 7.911, 9.411)
H (9.053, 9.670, 9.168)
H (6.236, 14.229, 9.105)
H (9.721, 7.723, 7.637)

Löwdin population analysis, charges in e, atoms 1 to 5: atom 1 (Cr): 0.48, atom 2 (S): 1.07, atom 3 (Si): 0.81, atom 4 (F): 0.02, atom 5 (F): -0.13

***

Entry 2:
Computed, not measured: 9 unconnected molecules or ions with the total composition C27H74N2O17 at a distorted geometry, with wB97M-V/def2-TZVPD.

Output
ΔE to the lowest compared entry with this formula, charge and spin = 0.0 kcal per mole
HOMO-LUMO gap = 8.42 eV
Molar mass = 698.886 Da
Electronic energy = -66981.36291 eV
Structure (SMILES) = COCCNCCOC.COCCNCCOC.CC(C)O.OCCO.OCCO.OCCO.OCCO.OCCO.OCCO

Cartesian coordinates (Å):
O (-9.246, -11.965, 0.566)
O (-4.158, -6.731, 1.027)
O (2.456, -14.638, -0.812)
O (-6.623, -12.473, -1.136)
O (1.088, -10.114, 3.398)
O (-7.042, -13.966, 6.386)
O (-4.683, -9.779, 2.489)
O (-4.644, -9.715, -4.887)
O (-7.150, -13.081, 12.630)
O (-6.474, -7.807, -0.320)
O (-5.105, -15.094, -1.125)
O (-9.839, -9.171, 3.511)
O (-0.583, -11.327, 1.537)
O (-3.188, -16.583, -2.317)
O (-1.871, -13.250, -3.460)
O (-8.274, -7.254, 1.828)
O (-6.196, -9.951, -2.278)
N (0.273, -12.426, -1.134)
N (-7.630, -13.718, 9.061)
C (-7.985, -12.794, -1.367)
C (-6.544, -9.218, -3.462)
C (-5.304, -12.082, 1.982)
C (-2.811, -15.664, -1.293)
C (-5.141, -5.899, 0.462)
C (-7.752, -8.018, 2.921)
C (-6.008, -9.930, -4.661)
C (-7.494, -13.861, 11.510)
C (-8.480, -9.319, 3.120)
C (1.713, -12.393, -1.278)
C (-3.782, -14.509, -1.218)
C (-2.011, -11.876, -3.292)
C (-5.133, -10.675, 1.435)
C (-0.633, -13.800, -3.003)
C (-7.190, -13.049, 10.271)
C (-0.441, -13.679, -1.514)
C (-5.941, -6.538, -0.675)
C (-7.275, -14.229, 5.036)
C (-7.529, -13.692, 13.837)
C (2.521, -13.313, -0.357)
C (-4.091, -10.682, 0.308)
C (-6.992, -15.139, 7.172)
C (3.340, -15.494, -0.133)
C (-0.850, -9.988, 1.964)
C (-0.271, -9.714, 3.324)
C (-8.945, -11.759, -0.811)
C (-6.710, -14.738, 8.603)
H (-6.463, -11.604, -1.539)
H (-6.228, -15.825, 6.788)
H (-6.120, -12.786, 10.258)
H (-7.838, -7.409, 3.828)
H (-6.350, -14.554, 4.532)
H (-0.031, -12.130, -0.215)
H (2.037, -11.373, -1.054)
H (1.969, -12.628, -2.314)
H (-0.836, -10.240, 4.103)
H (-10.320, -8.897, 2.725)
H (-6.041, -10.228, 1.032)
H (-5.703, -14.410, -1.445)
H (-0.437, -9.324, 1.203)
H (-6.201, -11.004, -4.466)
H (-6.753, -15.626, 9.247)
H (-8.564, -14.117, 11.530)
H (-6.171, -8.192, -3.370)
H (-1.075, -11.944, 2.091)
H (-6.558, -9.715, -5.572)
H (-4.034, -10.251, 3.021)
H (-1.125, -11.316, -3.621)
H (-8.621, -13.702, 13.962)
H (-9.870, -11.786, -1.396)
H (-6.925, -14.803, 11.540)
H (-2.853, -11.565, -3.914)
H (-8.145, -12.824, -2.457)
H (-5.961, -12.164, 2.848)
H (4.346, -15.054, -0.056)
H (-1.923, -9.764, 1.928)
H (-7.045, -13.164, 14.652)
H (-7.905, -9.941, 3.813)
H (-6.692, -8.201, 2.762)
H (-4.677, -4.992, 0.067)
H (-3.624, -13.932, -0.301)
H (-3.708, -13.884, -2.109)
H (-0.332, -8.637, 3.492)
H (-7.228, -14.752, 13.858)
H (-8.440, -9.936, 2.207)
H (-6.332, -9.316, -1.544)
H (-4.136, -9.841, -4.079)
H (-7.959, -15.662, 7.137)
H (-7.728, -13.049, 8.308)
H (-4.544, -11.263, -0.500)
H (0.076, -14.550, -1.087)
H (-4.127, -16.755, -2.182)
H (-2.702, -16.155, -0.316)
H (-5.395, -6.584, -1.614)
H (-3.877, -9.679, -0.060)
H (-7.109, -7.637, 0.404)
H (-8.504, -10.765, -0.883)
H (-7.738, -12.107, 10.365)
H (3.569, -12.980, -0.426)
H (-5.866, -5.558, 1.216)
H (-8.915, -6.622, 2.158)
H (-6.778, -5.841, -0.837)
H (0.198, -13.338, -3.547)
H (-0.716, -14.832, -3.346)
H (-5.803, -12.680, 1.210)
H (-1.808, -15.346, -1.586)
H (2.140, -13.183, 0.666)
H (-2.195, -11.594, -2.248)
H (-8.213, -13.774, -0.953)
H (-7.642, -13.325, 4.552)
H (3.005, -15.697, 0.892)
H (-5.646, -14.444, 8.711)
H (-4.321, -12.522, 2.160)
H (1.242, -10.720, 2.664)
H (-3.176, -11.181, 0.632)
H (-7.994, -15.030, 4.818)
H (-1.378, -13.612, -0.954)
H (-9.976, -12.583, 0.652)
H (-7.638, -9.119, -3.502)
H (3.419, -16.415, -0.704)
H (-4.550, -7.610, 1.109)

Löwdin population analysis, charges in e, atoms 1 to 5: atom 1 (O): -0.07, atom 2 (O): -0.05, atom 3 (O): -0.20, atom 4 (O): -0.10, atom 5 (O): -0.06

***

Entry 3:
Computed, not measured: 2 unconnected molecules or ions with the total composition C18H27N7O3 at a distorted geometry, with wB97M-V/def2-TZVPD.

Output
ΔE to the lowest compared entry with this formula, charge and spin = 0.0 kcal per mole
HOMO-LUMO gap = 7.98 eV
Molar mass = 389.460 Da
Electronic energy = -35679.63105 eV
Structure (SMILES) = CNC(=O)[C@H](CCC(N)=O)NC(C)=O.c1nc(N2CCCC2)c2cc[nH]c2n1

Cartesian coordinates (Å):
O (-1.435, -2.787, 0.019)
O (1.822, -2.165, -3.518)
O (2.436, -0.456, 1.285)
N (-3.365, 2.025, -0.287)
N (-4.284, 4.252, -0.358)
N (-1.203, 1.847, 0.657)
N (0.000, 3.673, 1.420)
N (-0.048, -4.076, -1.207)
N (1.875, -4.365, -3.476)
N (0.289, -0.789, 0.991)
C (2.133, 3.785, 2.377)
C (-3.312, 3.324, -0.060)
C (-2.143, -5.002, -0.440)
C (1.781, -5.726, -2.946)
C (1.815, 5.142, 1.760)
C (0.320, 5.103, 1.483)
C (-1.170, -3.850, -0.526)
C (1.610, -3.190, -2.884)
C (1.518, -1.239, 1.109)
C (1.014, -3.087, -1.462)
C (1.159, 2.819, 1.717)
C (1.754, -2.745, 1.016)
C (-2.295, 1.324, 0.093)
C (-2.254, 3.970, 0.521)
C (2.135, -3.197, -0.404)
C (-1.173, 3.163, 0.861)
C (-3.885, 5.524, 0.036)
C (-2.640, 5.391, 0.592)
H (2.360, 5.256, 0.818)
H (0.131, 0.212, 1.011)
H (-3.015, -4.684, 0.130)
H (-2.063, 6.208, 1.012)
H (-1.668, -5.842, 0.063)
H (2.086, 5.969, 2.423)
H (-5.166, 4.006, -0.797)
H (2.069, -5.760, -1.895)
H (2.235, -4.263, -4.413)
H (-2.311, 0.251, -0.075)
H (-4.451, 6.447, -0.065)
H (0.584, -2.086, -1.399)
H (0.910, 1.993, 2.392)
H (0.872, -3.283, 1.362)
H (2.476, -4.230, -0.350)
H (-2.454, -5.290, -1.442)
H (2.458, -6.378, -3.500)
H (0.104, 5.620, 0.541)
H (0.766, -6.106, -3.065)
H (0.058, -4.980, -1.633)
H (2.575, -2.994, 1.689)
H (1.585, 2.406, 0.795)
H (1.944, 3.814, 3.455)
H (3.174, 3.490, 2.213)
H (-0.231, 5.581, 2.299)
H (-0.466, -1.434, 0.786)
H (2.982, -2.589, -0.729)

Löwdin population analysis, charges in e, atoms 1 to 5: atom 1 (O): 0.03, atom 2 (O): 0.06, atom 3 (O): 0.02, atom 4 (N): 0.12, atom 5 (N): 0.09

***

Entry 4:
Computed, not measured: 3 unconnected molecules or ions with the total composition C21H54BN4, with wB97M-V/def2-TZVPD.

Output
ΔE to the lowest compared entry with this formula, charge and spin = 0.0 kcal per mole
Total charge = -1
HOMO-LUMO gap = 7.25 eV
Molar mass = 373.503 Da
Electronic energy = -29291.55168 eV

Cartesian coordinates (Å):
N (5.238, -3.532, 2.564)
N (5.313, 1.167, -0.378)
N (3.521, 1.596, -1.809)
N (3.046, 1.470, 0.536)
C (-4.268, -2.499, -3.386)
C (-1.802, -2.927, -2.776)
C (3.645, -0.599, -0.713)
C (-2.471, 3.448, 1.056)
C (-3.618, 2.589, 0.519)
C (-4.730, -3.930, -3.132)
C (-0.914, 3.168, -0.952)
C (-1.900, -2.281, -1.396)
C (-0.112, 0.617, 2.417)
C (5.018, -2.130, 2.950)
C (1.653, -0.678, 3.614)
C (-2.802, -2.395, -3.805)
C (4.756, -1.135, 1.811)
C (1.111, -1.194, 1.145)
C (-1.656, -0.777, -1.409)
C (0.582, -0.750, 2.532)
C (3.874, 0.916, -0.573)
C (2.276, -2.203, 1.063)
C (-4.614, 3.329, -0.372)
C (-1.621, 4.139, -0.011)
C (-5.326, 4.481, 0.331)
B (3.784, -1.666, 0.578)
H (1.391, -0.288, 0.600)
H (-2.234, 4.837, -0.590)
H (3.570, 1.545, 1.395)
H (2.341, -2.752, 2.022)
H (-1.693, -0.366, -0.401)
H (-0.283, 3.698, -1.667)
H (4.363, -0.222, 2.293)
H (-0.790, -2.772, -3.164)
H (-2.573, -1.350, -4.028)
H (-3.207, 1.744, -0.038)
H (-4.436, -1.899, -2.487)
H (2.424, 0.044, 3.326)
H (-2.880, -2.490, -0.954)
H (-0.173, -1.484, 2.854)
H (1.223, -0.365, 4.575)
H (4.360, -2.670, 0.113)
H (4.170, -2.119, 3.643)
H (-4.154, 2.155, 1.370)
H (-0.870, 4.750, 0.497)
H (5.523, 2.128, -0.625)
H (1.981, -2.972, 0.330)
H (-4.591, -4.547, -4.024)
H (-1.166, -2.753, -0.739)
H (-0.667, -0.550, -1.812)
H (-5.787, -3.965, -2.863)
H (3.539, 2.603, -1.676)
H (0.235, -1.605, 0.618)
H (-4.169, -4.393, -2.320)
H (5.890, -1.823, 3.549)
H (5.564, 1.029, 0.590)
H (2.717, 2.396, 0.289)
H (-5.863, 4.124, 1.213)
H (2.149, -1.637, 3.761)
H (0.614, 1.362, 2.065)
H (-5.357, 2.613, -0.734)
H (-1.625, 2.572, -1.522)
H (5.880, -3.526, 1.777)
H (-0.281, 2.475, -0.392)
H (-2.663, -2.942, -4.744)
H (2.577, 1.338, -2.062)
H (-2.399, -0.251, -2.014)
H (4.381, -3.848, 2.124)
H (4.342, -0.903, -1.506)
H (-4.888, -2.052, -4.168)
H (-6.048, 4.965, -0.328)
H (2.631, -0.702, -1.142)
H (-2.865, 4.204, 1.742)
H (5.738, -0.858, 1.387)
H (-0.517, 0.957, 3.382)
H (-4.620, 5.245, 0.663)
H (-0.940, 0.583, 1.701)
H (-1.819, 2.811, 1.657)
H (-1.920, -4.009, -2.674)
H (-4.103, 3.707, -1.262)

Löwdin population analysis, charges in e, atoms 1 to 5: atom 1 (N): -0.03, atom 2 (N): 0.08, atom 3 (N): 0.06, atom 4 (N): 0.09, atom 5 (C): -0.28

***

Entry 5:
Computed, not measured: C2H4Cl2N2O in the gas phase at a distorted geometry, with wB97M-V/def2-TZVPD.

Output
ΔE to the lowest compared entry with this formula, charge and spin = 44.6 kcal per mole
HOMO-LUMO gap = 10.24 eV
Molar mass = 142.973 Da
Electronic energy = -32209.34884 eV
Structure (SMILES) = [H]/N=C(\NO)C(Cl)Cl

Cartesian coordinates (Å):
Cl (0.258, 1.659, 0.580)
Cl (2.052, -0.440, -0.461)
O (-2.311, 0.469, -0.819)
N (-0.152, -1.840, 0.972)
N (-1.853, -0.675, -0.187)
C (-0.569, -0.918, 0.198)
C (0.397, 0.108, -0.336)
H (0.119, 0.362, -1.347)
H (-2.228, 1.181, -0.177)
H (-0.953, -2.451, 1.149)
H (-2.655, -1.091, 0.247)

Löwdin population analysis, charges in e, atoms 1 to 5: atom 1 (Cl): 0.59, atom 2 (Cl): 0.63, atom 3 (O): -0.04, atom 4 (N): 0.13, atom 5 (N): -0.03